1.
Molecular formula: C6H7NO2
Method: DFT, ωB97M-V with the def2-TZVPD basis set

Values from the calculation:
Structure (SMILES)   CC#CC#CC(=O)O.N
ΔE to the lowest compared entry with this formula, charge and spin   76.92 kcal/mol
LUMO   0.53 eV

Each line ends with the natural charge from an NBO analysis.
Atoms and positions in Å:
C: -4.945 0.367 0.060  -0.6950
C: -3.493 0.449 0.060  0.1034
C: -2.279 0.518 0.064  -0.1092
C: -0.903 0.556 0.077  -0.0242
C: 0.313 0.537 0.091  -0.0511
C: 1.773 0.603 0.174  0.7614
N: 2.512 -1.810 -0.165  -1.0695
O: 2.319 0.812 1.251  -0.5814
H: -5.327 0.302 1.087  0.2436
H: -5.376 1.258 -0.418  0.2445
H: -5.279 -0.518 -0.496  0.2440
H: 2.086 -2.393 0.552  0.3734
H: 3.523 -1.806 -0.047  0.3720
O: 2.279 1.084 -0.981  -0.6806
H: 2.269 -2.160 -1.090  0.3704
H: 3.078 1.596 -0.792  0.4981

2.
Molecular formula: C6H7NO2S2
Method: DFT, ωB97M-V with the def2-TZVPD basis set

Values from the calculation:
Structure (SMILES)   CC#[N+][O-].Cc1cssc1=O
ΔE to the lowest compared entry with this formula, charge and spin   60.53 kcal/mol
LUMO   0.29 eV

Each line ends with the natural charge from an NBO analysis.
Atoms and positions in Å:
C: -2.324 -0.939 0.070  -0.2976
C: -1.329 -0.224 -0.588  -0.1517
C: -0.784 1.019 0.064  0.4068
C: 1.837 -0.206 1.208  0.2296
C: -0.758 -0.554 -1.987  -0.6748
C: 2.610 1.040 1.109  -0.6960
N: 1.079 -1.054 1.046  0.1668
O: -0.009 1.792 -0.337  -0.5767
O: 0.340 -2.014 0.918  -0.4682
S: -2.759 -0.453 1.637  0.2626
S: -1.634 1.274 1.628  0.0931
H: -2.748 -1.702 -0.384  0.2261
H: 0.176 -0.094 -2.361  0.2436
H: -1.437 -0.335 -2.873  0.2276
H: -0.374 -1.590 -2.171  0.2355
H: 2.008 1.943 1.520  0.2642
H: 2.556 1.238 -0.016  0.2675
H: 3.551 0.857 1.518  0.2414

3.
Molecular formula: C6H7NO3
Method: DFT, ωB97M-V with the def2-TZVPD basis set

Values from the calculation:
Structure (SMILES)   O=C1C=CC=CNC1(O)O
ΔE to the lowest compared entry with this formula, charge and spin   16.93 kcal/mol
LUMO   -0.04 eV

Each line ends with the natural charge from an NBO analysis.
Atoms and positions in Å:
C: 1.209 1.459 0.154  -0.0739
C: 1.899 0.263 -0.154  -0.4040
C: -0.111 1.801 0.093  -0.3869
C: 1.439 -0.974 -0.499  0.1167
C: -0.952 -0.641 0.107  0.5456
C: -1.204 0.946 -0.172  0.5239
N: 0.175 -1.415 -0.472  -0.5828
O: -0.811 -0.648 1.498  -0.7154
O: -2.089 -1.306 -0.300  -0.7315
O: -2.345 1.218 -0.490  -0.5728
H: 1.876 2.275 0.408  0.2144
H: 2.977 0.352 -0.143  0.2209
H: -0.380 2.832 0.282  0.2273
H: 2.165 -1.716 -0.813  0.2064
H: -0.090 -2.304 -0.860  0.4201
H: -0.999 -1.530 1.844  0.4802
H: -2.761 -0.611 -0.482  0.5119

4.
Molecular formula: C6H7NO3
Method: DFT, ωB97M-V with the def2-TZVPD basis set

Values from the calculation:
Structure (SMILES)   [H]/N=C(/O)C(=O)C(=O)C1CC1
ΔE to the lowest compared entry with this formula, charge and spin   149.28 kcal/mol
LUMO (spin up / spin down)   -1.22 / -1.22 eV

Each line ends with the Löwdin charge.
Atoms and positions in Å:
O: 1.105 -2.057 0.619  0.1669
C: 0.419 -1.439 -0.160  -0.2242
C: -0.350 -2.060 -1.311  -0.4648
N: -0.820 -1.149 -2.166  0.0684
C: 0.002 -0.006 -0.017  -0.2287
O: -0.777 0.347 -0.931  0.0507
C: 0.610 0.915 0.944  -0.1991
C: -0.310 1.843 1.720  -0.0867
C: 0.557 2.403 0.653  -0.0931
H: 1.495 0.532 1.453  0.1452
H: -0.044 2.017 2.762  0.1084
H: -1.377 1.746 1.513  0.1161
H: 0.088 2.699 -0.286  0.1116
H: 1.439 2.976 0.937  0.1093
O: -0.932 -3.251 -1.104  0.0851
H: -1.198 -3.650 -1.944  0.1206
H: 0.095 -1.866 -2.683  0.2142

5.
Molecular formula: C6H7NO4
Method: DFT, ωB97M-V with the def2-TZVPD basis set

Values from the calculation:
Structure (SMILES)   CC(=O)ON(O)c1ccco1
ΔE to the lowest compared entry with this formula, charge and spin   93.05 kcal/mol
LUMO   0.67 eV

Each line ends with the natural charge from an NBO analysis.
Atoms and positions in Å:
C: -3.472 -0.471 -0.105  -0.3073
C: -2.365 -1.345 -0.247  -0.3101
C: -3.021 0.619 0.574  0.0975
C: -1.340 -0.717 0.399  0.3780
C: 3.215 1.132 -0.105  -0.7135
C: 2.528 -0.151 0.222  0.7989
N: 0.059 -1.035 0.620  0.1136
O: 1.147 0.020 0.136  -0.4564
O: 0.340 -2.225 -0.009  -0.5391
O: -1.724 0.477 0.886  -0.3823
O: 3.045 -1.192 0.510  -0.6010
H: -4.460 -0.625 -0.487  0.2324
H: -2.357 -2.303 -0.721  0.2454
H: -3.496 1.529 0.886  0.2079
H: 3.564 1.565 0.831  0.2476
H: 4.079 0.906 -0.726  0.2431
H: 2.542 1.824 -0.601  0.2437
H: 1.149 -2.570 0.419  0.5016

6.
Molecular formula: C6H7NS
Method: DFT, ωB97M-V with the def2-TZVPD basis set

Values from the calculation:
Structure (SMILES)   C=C1SC=C/C1=N\C
ΔE to the lowest compared entry with this formula, charge and spin   64.07 kcal/mol
LUMO   -0.04 eV

Each line ends with the natural charge from an NBO analysis.
Atoms and positions in Å:
C: 0.962 -0.938 -1.155  -0.3193
C: 1.967 -1.779 -0.985  -0.2909
C: 0.391 -0.421 0.090  0.1888
C: 1.288 -0.762 1.130  -0.2389
C: 0.955 -0.319 2.340  -0.2880
C: -1.415 1.059 -0.418  -0.4352
N: -0.476 0.429 0.455  -0.4003
S: 2.530 -1.912 0.675  0.3275
H: 0.529 -0.467 -2.073  0.2319
H: 2.641 -2.351 -1.628  0.2403
H: 1.570 -0.507 3.187  0.1792
H: 0.177 0.311 2.657  0.2264
H: -1.074 1.714 -1.151  0.1967
H: -1.865 0.210 -1.055  0.1749
H: -2.110 1.458 0.260  0.2067

7.
Molecular formula: C6H7NS
Method: DFT, ωB97M-V with the def2-TZVPD basis set

Values from the calculation:
ΔE to the lowest compared entry with this formula, charge and spin   129.53 kcal/mol
LUMO   -0.75 eV

Each line ends with the natural charge from an NBO analysis.
Atoms and positions in Å:
C: -0.661 -0.117 0.399  -0.1319
C: -0.629 -1.522 0.664  -0.3439
C: 0.540 -2.101 0.158  0.0453
C: 0.718 0.117 -0.363  -0.0143
C: 0.719 1.306 -1.283  -0.4153
C: 1.586 1.356 -0.132  -0.4074
H: -1.584 -2.304 0.681  0.2491
H: 0.725 -3.256 0.243  0.2286
H: 2.471 -1.060 0.505  0.3258
H: 1.276 1.248 -2.235  0.2332
H: -0.204 2.028 -1.456  0.2576
H: 2.751 1.219 -0.391  0.2294
H: 1.367 1.861 0.940  0.2435
N: 1.405 -1.218 -0.577  -0.4942
S: -1.892 0.909 0.568  -0.0056

8.
Molecular formula: C6H7NS
Method: DFT, ωB97M-V with the def2-TZVPD basis set

Values from the calculation:
Structure (SMILES)   C=Cn1ccc(S)c1
ΔE to the lowest compared entry with this formula, charge and spin   24.64 kcal/mol
LUMO   0.97 eV

Each line ends with the natural charge from an NBO analysis.
Atoms and positions in Å:
C: -0.221 -0.311 -1.810  -0.2259
C: 0.764 -1.109 -1.150  -0.3033
C: 0.811 -0.671 0.176  -0.0398
C: -0.435 0.951 1.552  0.0116
C: 0.154 0.740 2.716  -0.4462
C: -0.745 0.527 -0.868  -0.0923
H: -0.026 -1.304 -3.934  0.1271
H: 1.349 -1.895 -1.594  0.2254
H: 1.357 -1.117 1.042  0.2191
H: -1.199 1.727 1.432  0.2106
H: 0.914 -0.011 2.921  0.2049
H: -0.191 1.328 3.580  0.2154
H: -1.560 1.245 -0.952  0.2168
N: -0.122 0.281 0.348  -0.3541
S: -0.849 -0.382 -3.457  0.0307

> ΔE to the lowest compared entry with this formula, charge and spin of number 7 (C6H7NS)?

129.53 kcal/mol

> Which value of ΔE to the lowest compared entry with this formula, charge and spin does entry 5 give?

93.05 kcal/mol

> What is the ΔE to the lowest compared entry with this formula, charge and spin in the second record?

60.53 kcal/mol